Below is C20H22MnN3O5S3 as an isolated structure, with properties calculated with the ωB97M-V functional and the def2-TZVPD basis.

Structure (XYZ):
```
54
Properties=species:S:1:pos:R:3:forces:R:3:lowdin_spin:R:1
Mn -0.045482 1.316323 2.243362 -0.81 -0.36 0.04 3.834
C 1.735106 2.128599 -1.713448 -0.19 -0.15 -0.01 0.000
C 1.642524 1.835285 -0.241786 -0.92 0.26 0.10 0.020
N 0.479055 1.955697 0.363923 0.66 -0.42 0.58 -0.039
N -0.547001 2.376888 -0.420941 -1.02 0.43 -1.02 -0.003
C -1.691647 2.565959 0.139627 1.13 -0.35 0.29 0.000
S -1.983380 2.364159 1.837986 -0.62 0.36 0.30 -0.030
S -3.056188 3.118794 -0.770432 -0.28 0.13 -0.45 0.002
C -2.552548 2.702912 -2.495769 -0.07 0.12 0.61 -0.002
C -2.980244 1.312880 -2.833461 -0.04 -0.06 -0.12 0.000
C -2.126310 0.234234 -2.640537 0.06 0.05 -0.01 0.000
C -2.539386 -1.047821 -2.955847 0.00 -0.09 -0.01 0.000
C -3.814537 -1.270427 -3.446992 0.00 -0.11 0.02 0.000
C -4.678112 -0.202399 -3.619975 -0.08 -0.02 -0.04 0.000
C -4.262578 1.080948 -3.318656 0.11 -0.02 0.02 0.000
C 2.828412 1.429077 0.464297 0.39 -0.49 1.14 0.010
C 4.101023 1.529656 -0.125770 -0.04 -0.04 0.06 0.004
C 5.237725 1.082892 0.506117 0.12 0.04 -0.14 0.009
C 5.154492 0.521524 1.779943 -0.11 0.11 -0.16 0.003
C 3.943272 0.440794 2.413624 -0.44 0.04 0.06 0.005
C 2.760666 0.901085 1.796785 0.90 0.33 -1.19 0.008
O 1.652363 0.825412 2.455069 0.58 -0.62 0.96 0.063
H 0.759177 1.978438 -2.169223 0.17 0.07 -0.01 0.000
H 2.466182 1.486253 -2.198958 0.04 0.05 0.09 0.000
H 2.019393 3.170240 -1.864203 0.02 0.06 -0.05 0.001
H -1.474026 2.831779 -2.532007 -0.05 0.09 -0.13 0.000
H -3.055238 3.438960 -3.120449 0.08 0.04 -0.01 0.000
H -1.140075 0.400169 -2.231791 0.10 0.04 0.03 0.000
H -1.861578 -1.879293 -2.825136 0.06 -0.06 0.01 0.000
H -4.135729 -2.273198 -3.688688 -0.02 -0.06 -0.03 0.000
H -5.676129 -0.372460 -3.993070 -0.12 0.00 -0.05 0.000
H -4.937458 1.913587 -3.451734 -0.09 0.10 -0.04 0.000
H 4.201020 2.002518 -1.088545 -0.01 -0.03 -0.18 0.000
H 6.196755 1.165221 0.016240 0.03 0.06 -0.04 0.000
H 6.045260 0.171855 2.276431 0.12 -0.06 0.07 0.000
H 3.849820 0.046360 3.413985 0.00 -0.06 0.09 0.000
O -0.740452 -0.533763 1.037756 0.19 1.14 -0.23 0.042
S -1.004509 -1.856977 1.687979 0.64 -1.15 -0.53 0.005
C -1.131893 -3.054726 0.262398 -0.16 0.16 0.50 0.003
C 0.091750 -3.959384 0.261495 0.10 -0.06 0.06 0.000
C 0.656494 -3.955966 1.679541 0.01 -0.03 -0.15 0.000
C 0.663149 -2.506731 2.114617 -0.37 -0.04 0.26 0.000
H -1.235693 -2.457560 -0.639284 -0.10 0.15 0.07 0.000
H -2.046657 -3.619488 0.430227 -0.09 0.02 -0.03 0.000
H 0.843151 -3.572307 -0.426228 0.04 0.01 -0.04 0.000
H -0.169861 -4.967182 -0.056609 0.02 -0.02 -0.10 0.000
H 1.655986 -4.389179 1.708676 0.00 -0.02 0.11 0.000
H 0.010095 -4.534491 2.341548 0.03 -0.11 0.05 0.000
H 1.370737 -1.901619 1.544058 -0.10 0.07 -0.02 0.000
H 0.829097 -2.364163 3.179118 -0.02 0.10 0.02 0.000
O -0.711297 -0.263439 3.855011 0.03 -0.19 -0.89 0.029
N -0.582107 0.591633 4.761916 -0.19 -0.73 0.46 0.001
O -0.777346 0.329259 5.912943 -0.06 0.00 0.70 0.012
O -0.235240 1.733181 4.384867 0.36 1.32 -1.00 0.020
```
Positions in Å, forces in eV/Å.

Results
- molar mass (g/mol) = 535.551
- frontier orbital gap (alpha / beta) (Ha) = 0.256 / 0.276
- multiplicity = 5
- highest occupied orbital energy (alpha / beta) (eV) = -8.12 / -8.25

Below is one molecule with the formula C20H22N2O3, with properties calculated with the ωB97M-V functional and the def2-TZVPD basis.

Structure (XYZ):
```
47
Properties=species:S:1:pos:R:3:forces:R:3:mulliken_charge:R:1
C 2.406442 -0.544975 -5.828252 0.01 0.06 0.01 -1.411
C 1.580456 -0.475438 -4.579986 0.00 -0.04 0.03 1.076
C 1.851533 -1.294377 -3.492194 -0.02 0.01 -0.09 -1.059
C 1.097673 -1.212606 -2.336069 -0.15 0.14 0.06 -0.139
C 0.047623 -0.307964 -2.256194 0.24 0.05 -0.27 -0.280
N -0.717858 -0.224095 -1.065445 0.27 -0.25 -0.14 0.688
C -1.398654 -1.405564 -0.581914 -0.37 -0.20 0.23 -0.958
C -1.245344 -1.569485 0.941000 -0.14 -0.32 -0.09 -0.902
N -1.182826 -0.289757 1.625484 -0.21 0.12 -0.06 0.230
C -0.120536 -0.100367 2.515687 0.19 0.02 0.34 0.675
C 0.695721 1.030098 2.514560 -0.16 -0.01 -0.15 -0.180
C 1.708256 1.163731 3.445658 0.03 -0.14 0.15 -1.294
C 1.956906 0.181819 4.395042 0.05 0.03 -0.04 0.924
C 3.049586 0.346943 5.407617 -0.08 0.05 0.05 -1.446
C 1.150727 -0.949057 4.386284 0.06 0.06 -0.07 -0.885
C 0.128735 -1.089842 3.469349 0.00 0.04 -0.08 -0.255
C -1.687496 0.834923 0.874749 -0.07 0.16 0.01 -0.636
C -3.230348 0.756831 0.708054 0.15 0.20 -0.11 -1.046
C -3.601673 1.443290 -0.583389 -0.33 -0.33 -0.08 0.579
O -3.640346 0.905178 -1.658903 0.05 -0.10 -0.13 -0.557
O -3.854838 2.737042 -0.404975 -0.09 0.69 0.31 -0.469
C -0.948225 0.963522 -0.466069 0.16 0.21 0.53 0.481
O -0.534033 2.033615 -0.865339 -0.05 0.23 -0.06 -0.688
C -0.238336 0.513048 -3.338129 -0.04 -0.06 0.04 -0.074
C 0.527564 0.427756 -4.484365 0.04 -0.09 0.06 -0.927
H 1.767706 -0.618852 -6.706662 0.02 -0.02 -0.10 0.349
H 3.075134 -1.401752 -5.807211 0.06 -0.04 -0.05 0.340
H 3.007644 0.358386 -5.929637 0.08 0.02 -0.07 0.300
H 2.668135 -2.000428 -3.543778 0.08 -0.06 -0.02 0.295
H 1.334328 -1.843317 -1.491031 0.01 -0.04 0.11 0.487
H -0.981492 -2.277132 -1.088776 -0.09 0.11 0.08 0.631
H -2.455511 -1.335788 -0.863211 0.09 -0.11 0.00 0.255
H -2.085601 -2.169007 1.317315 0.12 -0.08 -0.11 0.153
H -0.322619 -2.116925 1.155077 -0.11 0.06 -0.02 0.623
H 0.571121 1.801864 1.770943 -0.05 0.08 -0.11 0.401
H 2.329751 2.047588 3.419984 0.07 0.09 -0.01 0.356
H 2.675164 0.886169 6.278769 0.07 0.02 0.09 0.275
H 3.878574 0.915905 4.992435 0.09 0.01 0.03 0.370
H 3.417726 -0.620026 5.742912 0.08 -0.03 0.05 0.371
H 1.320324 -1.731203 5.112954 0.02 -0.08 0.07 0.346
H -0.495211 -1.970611 3.497520 -0.09 -0.07 0.01 0.461
H -1.476078 1.752380 1.428953 0.05 -0.16 -0.21 0.630
H -3.709903 1.262640 1.544355 0.04 -0.10 0.03 0.424
H -3.561713 -0.278433 0.675811 -0.02 0.06 -0.09 0.339
H -4.003091 3.184394 -1.253311 0.07 -0.32 -0.02 0.385
H -1.057661 1.210133 -3.272028 -0.07 0.07 0.02 0.399
H 0.302565 1.069744 -5.323646 -0.04 0.07 -0.09 0.365
```
Positions in Å, forces in eV/Å.

Results
- molar mass (g/mol) = 338.407
- SMILES string = Cc1ccc(N2CCN(c3ccc(C)cc3)[C@H](CC(=O)O)C2=O)cc1
- frontier orbital gap (Ha) = 0.311
- multiplicity = 1
- highest occupied orbital energy (eV) = -7.79

Below is one molecule with the formula C20H22N2O7S, with properties calculated with the ωB97M-V functional and the def2-TZVPD basis.

Structure (XYZ):
```
52
Properties=species:S:1:pos:R:3:forces:R:3:mulliken_charge:R:1
C -4.451164 -2.013200 -2.561726 0.25 -0.06 0.17 -1.531
C -3.024977 -1.945262 -2.030609 0.05 -0.28 -0.02 0.106
C -1.952118 -2.097380 -3.121596 -0.18 0.05 0.07 -0.885
C -2.030211 -1.084787 -4.272209 0.09 -0.20 0.15 -1.235
C -1.816977 0.334049 -3.823890 0.00 0.10 -0.23 0.354
C -2.841303 1.272125 -3.898861 0.02 -0.04 -0.09 -0.411
C -2.647100 2.571687 -3.460761 -0.07 0.10 0.07 -0.490
C -1.421191 2.951974 -2.941943 0.01 0.12 0.02 -0.501
C -0.389590 2.028868 -2.874947 0.06 0.02 -0.03 -0.678
C -0.586186 0.732259 -3.313748 -0.08 0.05 -0.06 0.185
N -2.845866 -0.708584 -1.287528 -0.32 -0.05 -0.11 -0.229
C -2.034221 -0.633402 -0.221189 -0.17 0.71 0.15 0.607
O -1.507399 -1.576716 0.321587 0.20 -0.36 0.13 -0.695
C -1.848348 0.803581 0.308807 0.03 -0.23 -0.30 -0.181
O -0.835585 0.797796 1.297045 0.01 0.05 0.26 -0.289
C 0.382082 0.471735 0.852083 0.20 0.09 -0.17 0.612
O 0.677868 0.393442 -0.312319 -0.01 0.01 0.09 -0.579
C 1.352879 0.269880 1.967155 0.12 -0.07 0.34 -0.040
C 0.950475 0.242741 3.299785 0.08 0.01 -0.29 -0.757
C 1.885313 0.019993 4.297570 0.09 0.02 0.12 -0.802
C 3.223749 -0.132784 3.985413 0.48 -0.12 0.32 0.298
S 4.335976 -0.654177 5.332332 0.00 0.13 0.22 1.374
C 5.264105 0.801620 5.871809 -0.37 -0.58 -0.47 -0.954
O 5.204307 -1.658364 4.794431 0.23 0.09 -0.14 -0.615
O 3.466140 -1.027969 6.413171 -0.19 0.29 0.18 -0.688
C 3.621368 -0.099410 2.655429 -1.10 0.14 -0.01 0.212
N 5.019754 -0.189339 2.296625 0.19 0.22 -0.14 0.959
O 5.305388 -0.773780 1.284996 0.16 -0.29 -0.37 -0.590
O 5.792589 0.396743 3.022903 0.36 0.16 -0.05 -0.558
C 2.692427 0.081866 1.642664 0.18 -0.05 0.09 -0.601
H -4.587370 -2.917539 -3.147959 -0.06 -0.08 -0.12 0.373
H -5.157445 -2.026121 -1.735494 -0.08 0.01 0.05 0.423
H -4.673518 -1.153136 -3.187697 -0.09 0.10 -0.13 0.313
H -2.866624 -2.751094 -1.304845 -0.05 0.13 -0.14 0.499
H -0.978551 -2.015876 -2.635159 0.05 -0.08 0.00 0.421
H -2.034704 -3.103458 -3.536971 0.06 -0.06 0.01 0.488
H -1.250090 -1.345929 -4.992058 -0.08 0.00 -0.06 0.383
H -2.990757 -1.174781 -4.781621 0.02 0.02 -0.08 0.386
H -3.799503 0.988525 -4.313867 -0.08 -0.06 -0.04 0.332
H -3.453250 3.287920 -3.528631 -0.06 0.06 -0.01 0.407
H -1.268868 3.965235 -2.599865 0.02 0.08 0.02 0.422
H 0.571581 2.314582 -2.476046 0.08 0.02 0.06 0.368
H 0.224813 0.023644 -3.250958 0.11 -0.13 0.04 0.355
H -3.140205 0.138739 -1.750069 0.13 0.05 0.16 0.283
H -2.755477 1.152973 0.803905 0.09 -0.03 -0.06 0.430
H -1.576151 1.469850 -0.517750 -0.11 -0.08 0.13 0.014
H -0.092352 0.371071 3.541069 -0.06 -0.01 0.04 0.522
H 1.597711 -0.065261 5.333920 -0.10 -0.01 0.06 0.521
H 5.767321 0.522119 6.789283 -0.02 -0.19 0.16 0.394
H 5.973922 1.070567 5.102405 0.01 0.05 -0.01 0.333
H 4.545540 1.588796 6.058549 -0.12 0.16 0.05 0.340
H 3.001794 0.083969 0.607379 0.03 0.00 -0.01 0.595
```
Positions in Å, forces in eV/Å.

Results
- molar mass (g/mol) = 434.470
- SMILES string = C[C@@H](CCc1ccccc1)NC(=O)COC(=O)c1ccc(S(C)(=O)=O)c([N+](=O)[O-])c1
- frontier orbital gap (Ha) = 0.310
- multiplicity = 1
- highest occupied orbital energy (eV) = -9.23

Below is one molecule with the formula C20H22N2O7S, with properties calculated with the ωB97M-V functional and the def2-TZVPD basis.

Structure (XYZ):
```
52
Properties=species:S:1:pos:R:3:forces:R:3:mulliken_charge:R:1
C -5.014159 -0.735837 0.384655 -0.08 0.07 0.12 -1.496
C -3.572778 -1.112380 0.479726 0.10 0.10 -0.05 0.981
C -3.186222 -2.354551 0.976282 0.13 0.05 -0.02 -0.904
C -1.855188 -2.726957 1.050035 -0.01 -0.16 0.07 -0.738
C -0.887342 -1.843544 0.612149 0.68 -0.19 -0.02 -0.301
S 0.844827 -2.298365 0.633906 0.19 -0.19 -0.12 1.022
O 1.034248 -3.382665 1.550147 -0.36 -0.14 -0.10 -0.758
O 1.644270 -1.117471 0.803087 -0.34 0.13 -0.24 -0.474
N 1.165154 -2.889944 -0.897640 0.01 0.33 1.00 0.069
C 1.170357 -1.902202 -1.947819 0.03 0.39 -0.17 -0.487
C 0.468492 -4.114430 -1.203010 -0.19 -0.41 0.05 -0.941
C -1.233362 -0.607408 0.113434 -0.17 0.18 -0.04 -0.145
C -2.572465 -0.230781 0.060191 0.13 -0.37 0.28 -0.007
N -2.850975 1.067526 -0.427805 0.16 -0.26 -0.48 -0.067
C -3.339039 2.083094 0.336851 0.04 0.55 -0.21 0.643
O -4.022422 1.948986 1.322008 -0.04 0.03 0.28 -0.595
C -2.839754 3.455757 -0.152414 -0.41 -0.06 -0.12 -0.724
O -1.449867 3.522565 0.166063 0.31 0.14 0.14 -0.388
C -0.588613 2.958873 -0.697924 -0.19 -0.15 -0.37 0.643
O -0.927184 2.591199 -1.808576 0.11 0.19 0.10 -0.710
C 0.737048 2.712532 -0.123146 0.33 -0.14 0.16 0.025
C 1.076559 3.107331 1.171497 -0.10 -0.02 -0.19 -0.481
C 2.273332 2.700561 1.715960 0.22 -0.16 -0.06 -0.910
C 3.138463 1.873867 1.002076 -0.16 0.17 -0.18 0.732
C 2.786734 1.452036 -0.290672 -0.07 0.17 0.17 0.301
C 1.603797 1.895512 -0.849423 0.05 0.09 0.14 -0.270
O 3.575726 0.596933 -1.004822 -0.21 0.24 -0.19 -0.530
C 4.468589 -0.125237 -0.176979 0.32 -0.08 0.51 -0.280
C 5.212305 0.843147 0.738239 0.21 -0.31 -0.54 -0.530
O 4.304680 1.512507 1.590801 -0.33 0.10 0.20 -0.479
H -5.233378 0.059735 1.095613 -0.07 -0.02 -0.04 0.311
H -5.653169 -1.588410 0.595590 -0.05 -0.08 -0.04 0.434
H -5.238909 -0.353015 -0.609685 -0.06 0.03 -0.07 0.331
H -3.949108 -3.041846 1.310526 -0.08 -0.06 0.03 0.392
H -1.553237 -3.680168 1.452957 -0.03 -0.14 0.07 0.527
H 0.155902 -1.616643 -2.255127 -0.01 -0.01 -0.05 0.283
H 1.701430 -1.029743 -1.577421 0.04 0.11 -0.21 -0.105
H 1.701895 -2.302878 -2.811237 -0.01 -0.01 0.02 0.421
H -0.578131 -3.938733 -1.484557 0.01 -0.01 -0.03 0.320
H 0.506997 -4.738257 -0.313800 -0.07 -0.21 -0.14 0.357
H 0.976497 -4.622626 -2.022719 0.00 0.02 0.01 0.337
H -0.453437 0.071645 -0.196828 0.05 0.19 -0.02 0.431
H -2.247768 1.351809 -1.195805 -0.18 0.07 0.15 0.458
H -2.993944 3.583848 -1.228721 0.01 0.02 0.17 0.355
H -3.323988 4.251613 0.412931 0.05 -0.19 -0.07 0.341
H 0.398182 3.724895 1.736986 -0.04 0.03 0.09 0.521
H 2.564885 2.996543 2.710860 0.04 0.04 0.12 0.454
H 1.335361 1.579569 -1.845765 -0.03 -0.07 -0.09 0.477
H 5.153979 -0.648410 -0.844250 -0.01 0.03 0.11 0.390
H 3.896658 -0.840387 0.427163 0.15 0.05 -0.12 0.112
H 5.915570 0.319419 1.387412 -0.05 0.03 -0.10 0.383
H 5.752499 1.581401 0.128995 -0.04 -0.10 0.11 0.270
```
Positions in Å, forces in eV/Å.

Results
- molar mass (g/mol) = 434.470
- SMILES string = Cc1ccc(S(=O)(=O)N(C)C)cc1NC(=O)COC(=O)c1ccc2c(c1)OCCO2
- frontier orbital gap (Ha) = 0.328
- multiplicity = 1
- highest occupied orbital energy (eV) = -8.58

Going through the records in order, we get energy values of -99628.42109, -30220.80158, -49242.71341, -49245.10593 eV.
Going through the records in order, we get energy above the lowest of the compared OMol25 structures with the same formula, charge and spin values of 0.000, 0.916, 2.645, 0.252 eV.
Going through the records in order, we get strongest force on any atom values of 1.7, 0.8, 1.1, 1.0 eV/Å.